No. 1
The following is a quantum chemistry calculation of C14H19N9O3 in the gas phase, from the Open Molecules 2025 dataset.

Calculated values
- LUMO: 0.325 eV
- Total charge: 0
- SMILES: [H]/N=C(/N)CCNC(=O)c1nc(NC(=O)c2nc(NC=O)cn2C)cn1C
- Orbital gap: 8.67 eV
- Total energy: -1263.43440 hartree
- Multiplicity: 1
- Maximum force: 4.45 eV/A
- E_HOMO: -8.3 eV

CARTESIAN COORDINATES (ANGSTROEM)
H -0.55744 4.00307 -2.13685
N -1.46016 4.43220 -2.01217
C -2.30022 3.80022 -1.28800
N -3.48549 4.42448 -1.22247
C -2.01743 2.50210 -0.58878
C -1.04327 2.69478 0.54468
N -0.67200 1.37481 0.99056
C -0.21412 0.98949 2.22411
O -0.42845 1.70563 3.20865
C 0.55537 -0.32361 2.34921
N 0.63482 -1.24052 1.36687
C 1.50211 -2.22792 1.75495
N 1.93994 -3.29330 1.03255
C 1.65755 -3.56887 -0.28593
O 1.84878 -4.75004 -0.56967
C 1.11808 -2.59332 -1.27484
N 1.51659 -1.32319 -1.39003
C 0.69811 -0.74453 -2.33171
N 0.64961 0.57827 -2.60006
C 1.56660 1.42066 -2.06058
O 1.26876 2.61293 -2.15889
C -0.16603 -1.62058 -2.90248
N 0.11687 -2.80346 -2.24008
C -0.67765 -4.02041 -2.43509
C 1.89998 -2.01157 3.03181
N 1.30604 -0.81548 3.41682
C 1.42258 -0.25438 4.74818
H -3.52824 5.34630 -1.63818
H -4.18861 4.11431 -0.54594
H -1.57042 1.83254 -1.32574
H -2.99882 2.11008 -0.26490
H -1.46069 3.34858 1.33069
H -0.14270 3.19223 0.18048
H -0.63399 0.66311 0.28869
H 2.24154 -4.08233 1.58429
H -0.09578 0.95985 -3.16065
H 2.32999 1.04736 -1.41719
H -0.89154 -1.45392 -3.67925
H -1.31472 -4.22640 -1.56730
H -1.33128 -3.95700 -3.32203
H -0.01563 -4.87903 -2.59210
H 2.54700 -2.62202 3.63909
H 1.79162 0.73835 4.72669
H 0.46457 -0.24453 5.26336
H 2.11821 -0.83494 5.32923

***

No. 2
The following is a quantum chemistry calculation of C14H19NO2 in the gas phase, from the Open Molecules 2025 dataset.

Calculated values
- LUMO: 0.781 eV
- Total charge: 0
- SMILES: C=CCNC(=O)CCCOc1cccc(C)c1
- Orbital gap: 9.21 eV
- Total energy: -750.09766 hartree
- Multiplicity: 1
- Maximum force: 0.55 eV/A
- E_HOMO: -8.4 eV

CARTESIAN COORDINATES (ANGSTROEM)
C 2.90820 -2.91431 1.12303
C 3.05469 -1.77421 0.47481
C 1.94136 -0.90857 -0.03117
N 0.63724 -1.33571 0.41185
C -0.35924 -1.61342 -0.44891
O -0.21976 -1.56982 -1.65573
C -1.67384 -2.08279 0.16670
C -2.08846 -1.54402 1.53608
C -2.37936 -0.03752 1.59739
O -1.21850 0.75147 1.74732
C -0.62978 1.37549 0.68049
C 0.46839 2.17388 1.00629
C 1.16535 2.82750 0.01178
C 0.79474 2.68301 -1.31556
C -0.29606 1.89703 -1.65102
C -0.69633 1.67230 -3.07529
C -1.01648 1.26268 -0.64500
H 3.75428 -3.48968 1.45623
H 1.93706 -3.32913 1.33634
H 4.04141 -1.38631 0.26065
H 1.92100 -0.93388 -1.12649
H 2.11750 0.13125 0.27462
H 0.46221 -1.30254 1.40238
H -2.45590 -1.87071 -0.56582
H -1.59479 -3.17281 0.23384
H -1.34007 -1.78080 2.29570
H -3.00839 -2.05942 1.82317
H -2.96452 0.16122 2.50313
H -2.97447 0.27671 0.73548
H 0.75242 2.26093 2.04354
H 2.01226 3.44572 0.27196
H 1.35964 3.17913 -2.09065
H -0.06139 2.23368 -3.75551
H -1.73231 1.96692 -3.23728
H -0.60926 0.61036 -3.30434
H -1.86039 0.65815 -0.93703

***

No. 3
The following is a quantum chemistry calculation of a molecular structure, C14H19NO4, from the Open Molecules 2025 dataset.

Calculated values
- LUMO: 0.396 eV
- Total charge: 0
- Orbital gap: 8.99 eV
- Total energy: -900.16776 hartree
- Multiplicity: 1
- Maximum force: 18.62 eV/A
- E_HOMO: -8.6 eV

CARTESIAN COORDINATES (ANGSTROEM)
C -2.26562 -2.70588 0.17763
C -1.93134 -1.64964 -0.97204
H -2.63489 -1.67784 -1.81909
H -1.00278 -1.69385 -1.36906
O -2.20302 -0.49452 -0.59101
C -3.48726 0.02270 -0.04961
O -4.54011 -0.65589 0.00314
C -3.40974 1.57603 0.28965
O -2.49598 2.38717 -0.33228
C -1.06622 2.09408 -0.06219
C -0.32990 2.88676 -1.00741
C 0.99008 2.62238 -1.04841
C 1.69235 1.64835 -0.00286
C 0.85717 1.40406 1.12776
C -0.54799 1.44798 0.89134
H -1.22326 1.00033 1.91977
H 1.29746 0.62403 1.98450
C 3.11141 1.51555 0.21044
H 3.78416 2.47923 -0.44727
H 3.48723 1.55988 1.27420
C 3.40964 0.24012 -0.68125
N 2.81937 -0.79481 0.28843
C 1.84212 -1.47753 -0.19824
O 1.21219 -1.35931 -1.13341
C 1.43129 -2.48059 0.50663
H 2.38099 -3.18495 1.09373
H 0.73980 -3.51792 0.28065
H 0.98796 -2.00912 1.56600
H 3.23571 -1.08700 1.16510
H 4.57260 0.08840 -0.64061
H 2.98910 0.34627 -1.62240
H 1.69384 2.91177 -1.84759
H -0.69204 3.26157 -1.82633
H -4.38257 1.88559 0.18920
H -3.27221 1.46270 1.50490
H -2.05086 -3.48066 -0.28771
H -3.32590 -2.68646 0.24948
H -1.67279 -2.50897 1.21621

***

No. 4
The following is a quantum chemistry calculation of 3 unconnected molecules or ions with the total composition C14H19O8PS, from the Open Molecules 2025 dataset.

Calculated values
- LUMO: -0.346 eV
- Total charge: 0
- SMILES: C#C[C@@]1(P(O)(O)=S)CCC(=O)O1.O=C1CCCO1.O=C1CCCO1
- Orbital gap: 8.57 eV
- Total energy: -1886.23169 hartree
- Multiplicity: 1
- Maximum force: 7.15 eV/A
- E_HOMO: -8.9 eV

CARTESIAN COORDINATES (ANGSTROEM)
C 2.21043 -1.66110 -4.68544
C 1.40578 -1.26631 -3.70552
C 0.18134 -0.54666 -2.90026
P -0.68722 -1.62815 -1.60057
O -0.88244 -3.26645 -2.10340
O 0.12756 -1.53046 -0.05810
S -2.47170 -0.83703 -1.33645
C 0.45199 0.90556 -2.24585
C -0.29798 2.05475 -3.14077
C -1.34815 1.11410 -3.97881
O -2.41303 1.47997 -4.58816
O -0.87666 -0.26458 -3.89242
H 2.76657 -1.93960 -5.66603
H -0.12848 -3.83224 -1.77694
H 0.85160 -2.22482 -0.04673
H -0.05509 0.84569 -1.20117
H 1.57302 1.12587 -2.00943
H 0.41879 2.56378 -3.90828
H -0.88751 2.75020 -2.42950
O -1.83023 0.73894 2.33431
C -2.60047 -0.13647 2.64834
C -2.26103 -1.59452 2.77722
C -3.62875 -2.23848 2.79350
C -4.49124 -1.15949 3.40204
O -3.90490 0.07472 2.97933
H -1.72437 -1.75432 3.71600
H -1.66641 -1.93616 1.92902
H -3.66361 -3.18009 3.34552
H -3.95291 -2.43716 1.76633
H -4.48706 -1.19125 4.49614
H -5.52381 -1.21538 3.05067
O 2.74262 3.32241 -0.75203
C 2.96477 2.54660 0.14609
C 3.31248 2.91941 1.55956
C 3.85425 1.61813 2.10694
C 3.10573 0.58624 1.29854
O 2.89087 1.19200 0.02017
H 2.40385 3.23299 2.07948
H 4.06374 3.70952 1.58426
H 3.71613 1.50423 3.18400
H 4.92667 1.54896 1.89500
H 2.13307 0.34057 1.73610
H 3.68179 -0.33393 1.17734

***

No. 5
The following is a quantum chemistry calculation of a molecular structure, C14H20BrO4Pd, from the Open Molecules 2025 dataset.

Calculated values
- LUMO (alpha / beta): -4.608 / -4.607 eV
- Total charge: +1
- Orbital gap (alpha / beta): 6.76 / 6.77 eV
- Total energy: -3547.97864 hartree
- Multiplicity: 1
- Maximum force: 1.49 eV/A
- E_HOMO (alpha / beta): -11.4 / -11.4 eV

CARTESIAN COORDINATES (ANGSTROEM)
Pd 0.12453 0.50467 0.29414
C -2.07505 -1.65424 1.21417
C -2.32507 -1.69167 -0.29074
O -1.70729 -0.56347 -0.89175
C -1.63135 -0.63497 -2.30779
C -0.70994 0.46980 -2.81620
O 0.53552 0.57514 -2.13172
C 1.57507 -0.33566 -2.47636
C 1.43390 -1.72368 -1.85914
O 1.13352 -1.58477 -0.47852
C 0.73771 -2.79788 0.14303
C 0.20082 -2.48776 1.53694
O -0.72309 -1.40446 1.58982
H -2.41993 -2.59562 1.64985
H -2.64004 -0.82867 1.64601
H -3.40657 -1.67019 -0.45885
H -1.93461 -2.60896 -0.74243
H -2.62084 -0.48486 -2.75143
H -1.27732 -1.62638 -2.60731
H -1.19497 1.43270 -2.65804
H -0.54179 0.32116 -3.88603
H 2.48531 0.12724 -2.09609
H 1.64745 -0.43483 -3.56245
H 2.37869 -2.25945 -1.99519
H 0.64557 -2.30458 -2.34885
H 1.59255 -3.47392 0.24533
H -0.01359 -3.29848 -0.47642
H 1.02994 -2.17722 2.17226
H -0.25308 -3.39137 1.95177
Br 1.57770 5.94174 3.77991
C 1.15353 4.38904 2.78333
C 0.81000 3.22386 3.45348
C 0.48773 2.09210 2.72063
C 0.51895 2.14372 1.33864
C 0.86376 3.30514 0.67104
C 1.18622 4.44073 1.39732
H 0.79937 3.20238 4.53398
H 0.20954 1.17587 3.23269
H 0.88402 3.33081 -0.41443
H 1.46311 5.35697 0.89540

***

What is the formula in the third record? C14H19NO4